Computed, not measured: a 2-piece molecular cluster, C3H4Cl2N3 overall in a non-equilibrium geometry, with the ωB97M-V functional and the def2-TZVPD basis.

Geometry (Å):
C 0.813 -0.298 0.380
C -0.574 -0.510 0.830
C 1.123 1.744 -0.982
N 1.075 0.643 -0.594
N -0.053 -1.407 0.077
N -1.592 -0.105 1.494
Cl 1.003 2.775 -2.164
Cl 0.531 -0.889 -2.471
H 1.586 -0.538 1.086
H -0.049 -1.397 -1.419
H -1.539 0.692 2.237
H -2.325 -0.711 1.526

Values from the calculation:
Max |F|: 4.84 eV/A
Energy relative to the best compared isomer or geometry (same formula, charge and spin): 3.419 eV
E_tot: -32679.5713 eV
Gap between HOMO and LUMO (alpha / beta): 8.831 / 8.831 eV
LUMO level (alpha / beta): -5.55 / -5.55 eV
Total charge: +1

***

Computed, not measured: a 2-piece molecular cluster, C3H4Cl2O overall in a non-equilibrium geometry, with the ωB97M-V functional and the def2-TZVPD basis.

Geometry (Å):
C -1.252 -0.786 1.311
C 0.246 0.158 -0.689
C -1.699 -0.006 0.124
O -1.365 -1.997 1.530
Cl -2.173 1.591 0.406
Cl -2.587 -0.871 -1.068
H -0.590 -0.048 2.046
H 0.148 0.636 -1.690
H 0.503 -0.896 -0.880
H 0.714 0.811 0.124

Values from the calculation:
Max |F|: 4.53 eV/A
Energy relative to the best compared isomer or geometry (same formula, charge and spin): 2.751 eV
E_tot: -30265.5261 eV
Gap between HOMO and LUMO: 9.538 eV
LUMO level: -0.14 eV

***

Computed, not measured: C3H4Cl2S as an isolated structure in a non-equilibrium geometry, with the ωB97M-V functional and the def2-TZVPD basis.

Geometry (Å):
C 0.729 0.995 0.365
C -0.798 0.378 0.572
C -0.819 -1.131 0.217
H 0.706 1.952 1.095
H -1.292 0.390 1.754
H -1.525 1.321 -0.149
H 0.033 -1.600 -0.399
S -2.391 -1.802 0.457
Cl 2.152 -0.132 0.525
Cl 0.534 1.621 -1.498

Values from the calculation:
Max |F|: 4.76 eV/A
Energy relative to the best compared isomer or geometry (same formula, charge and spin): 3.268 eV
E_tot: -39052.1102 eV
Gap between HOMO and LUMO: 7.875 eV
LUMO level: -1.15 eV

***

Computed, not measured: C3H4Cl2Si as an isolated structure in a non-equilibrium geometry, with the ωB97M-V functional and the def2-TZVPD basis.

Geometry (Å):
C -0.208 -2.398 -0.014
C -0.625 -1.288 0.179
C -0.996 0.089 0.190
Si 1.159 1.246 0.021
Cl -1.722 0.700 1.677
Cl -1.580 0.779 -1.331
H -0.136 -3.416 -0.381
H 1.863 1.099 1.214
H 0.437 2.433 -0.317
H 1.807 0.757 -1.238

Values from the calculation:
Max |F|: 4.26 eV/A
Energy relative to the best compared isomer or geometry (same formula, charge and spin): 5.086 eV
E_tot: -36094.0332 eV
Gap between HOMO and LUMO: 8.371 eV
LUMO level: -0.10 eV

***

Computed, not measured: C3H4Cl3FNOS as an isolated structure in a non-equilibrium geometry, with the ωB97M-V functional and the def2-TZVPD basis.

Geometry (Å):
C 0.193 1.558 0.140
C -1.297 -0.217 0.866
C 1.058 -0.646 0.215
N -0.073 0.159 0.163
O 0.983 2.209 -0.466
F -0.566 2.135 1.052
S -0.512 -0.599 -2.112
Cl 0.810 -2.456 0.391
Cl 2.100 -0.002 1.488
Cl 2.043 -0.499 -1.491
H -1.671 -1.151 0.321
H -1.210 -0.514 1.944
H -1.852 0.653 0.811
H -0.008 -0.631 -3.322

Values from the calculation:
Max |F|: 3.64 eV/A
Energy relative to the best compared isomer or geometry (same formula, charge and spin): 3.232 eV
E_tot: -57821.6890 eV
Gap between HOMO and LUMO (alpha / beta): 6.840 / 6.852 eV
LUMO level (alpha / beta): -8.45 / -8.39 eV
Total charge: +1

***

Computed, not measured: a 2-piece molecular cluster, C3H4Cl3O2P overall in a non-equilibrium geometry, with the ωB97M-V functional and the def2-TZVPD basis.

Geometry (Å):
C 1.146 1.513 1.659
P 2.030 0.214 1.230
Cl 3.367 0.745 -0.180
Cl 2.801 -1.649 1.518
H 0.270 1.190 2.220
C -2.164 0.124 -0.343
O -0.841 -0.401 -0.155
C 0.012 -0.711 -1.092
O 1.094 -1.239 -0.893
Cl -0.465 -0.597 -2.792
H -1.954 0.962 -0.999
H -2.411 0.443 0.672
H -2.886 -0.594 -0.843

Values from the calculation:
Max |F|: 2.80 eV/A
Energy relative to the best compared isomer or geometry (same formula, charge and spin): 0.000 eV
E_tot: -54123.9661 eV
Gap between HOMO and LUMO (alpha / beta): 8.763 / 8.763 eV
Structure (SMILES): C#P(Cl)Cl.COC(=O)Cl
LUMO level (alpha / beta): -0.47 / -0.47 eV

***

Computed, not measured: the molecule C3H4ClF in a non-equilibrium geometry, with the ωB97M-V functional and the def2-TZVPD basis.

Geometry (Å):
C 0.182 1.358 -0.007
C -0.529 0.250 0.147
C -0.053 -1.029 -0.210
F 0.618 -0.983 -1.379
Cl 1.178 -1.903 0.868
H -0.243 2.293 0.313
H 1.058 1.375 -0.568
H -1.317 0.287 1.065
H -0.894 -1.647 -0.229

Values from the calculation:
Max |F|: 5.86 eV/A
Energy relative to the best compared isomer or geometry (same formula, charge and spin): 0.901 eV
E_tot: -18414.1732 eV
Gap between HOMO and LUMO: 10.853 eV
Structure (SMILES): C=C[C@@H](F)Cl
LUMO level: 0.32 eV

***

Computed, not measured: the molecule C3H4ClFS2 in a non-equilibrium geometry, with the ωB97M-V functional and the def2-TZVPD basis.

Geometry (Å):
F 1.432 -1.196 1.949
C 0.124 -1.110 1.591
C -0.148 0.115 0.845
Cl -1.895 0.031 0.740
C 0.224 0.241 -0.617
S 0.835 -1.022 -1.625
S 0.348 1.913 -1.229
H -0.111 -2.042 1.056
H -0.487 -0.978 2.449
H -0.005 1.031 1.322
H -0.198 2.512 -0.193

Values from the calculation:
Max |F|: 3.71 eV/A
Energy relative to the best compared isomer or geometry (same formula, charge and spin): 0.672 eV
E_tot: -40084.9193 eV
Gap between HOMO and LUMO: 8.231 eV
Structure (SMILES): FC[C@H](Cl)C(=S)S
LUMO level: -0.96 eV

***

Computed, not measured: C3H4ClIN2 as an isolated structure in a non-equilibrium geometry, with the ωB97M-V functional and the def2-TZVPD basis.

Geometry (Å):
C -0.157 1.239 0.220
C 0.567 -0.133 0.470
C -0.084 -1.150 -0.412
N -1.177 1.006 -0.756
N -1.389 -0.067 -1.161
Cl -0.938 -2.467 0.391
I 2.720 -0.063 0.115
H -0.793 1.481 1.162
H 0.379 1.977 -0.244
H 0.342 -0.267 1.581
H 0.528 -1.556 -1.365

Values from the calculation:
Max |F|: 4.21 eV/A
Energy relative to the best compared isomer or geometry (same formula, charge and spin): 0.796 eV
E_tot: -26776.3844 eV
Gap between HOMO and LUMO: 8.649 eV
LUMO level: -0.10 eV

***

Computed, not measured: a 4-piece molecular cluster, C3H4ClN overall in a non-equilibrium geometry, with the ωB97M-V functional and the def2-TZVPD basis.

Geometry (Å):
C -0.943 2.495 -1.272
C -1.006 1.435 -0.719
C -1.126 0.255 0.020
N -1.298 -0.745 0.514
Cl 2.115 -0.168 0.314
H -0.790 3.552 -1.613
H 0.408 -3.213 0.899
H -0.122 -2.550 0.736
H 2.762 -1.063 1.121

Values from the calculation:
Max |F|: 3.44 eV/A
Energy relative to the best compared isomer or geometry (same formula, charge and spin): 3.253 eV
E_tot: -17184.4815 eV
Gap between HOMO and LUMO: 11.715 eV
LUMO level: 0.50 eV

***

Computed, not measured: a 2-piece molecular cluster, C3H4ClNO2 overall in a non-equilibrium geometry, with the ωB97M-V functional and the def2-TZVPD basis.

Geometry (Å):
N 2.917 -1.165 0.340
C 1.818 -0.641 0.339
C 0.769 0.125 0.619
O 0.455 1.314 0.074
H 3.277 -1.876 -0.169
H -0.011 -0.188 1.179
H 1.176 1.478 -0.507
O -1.589 -0.600 -0.400
C -2.433 0.181 -0.592
Cl -3.906 0.502 0.468
H -2.472 0.871 -1.352

Values from the calculation:
Max |F|: 3.98 eV/A
Energy relative to the best compared isomer or geometry (same formula, charge and spin): 3.258 eV
E_tot: -21280.2645 eV
Gap between HOMO and LUMO: 8.446 eV
Structure (SMILES): N=C=CO.O=CCl
LUMO level: 0.59 eV

***

Computed, not measured: a 2-piece molecular cluster, C3H4ClNO2 overall in a non-equilibrium geometry, with the ωB97M-V functional and the def2-TZVPD basis.

Geometry (Å):
C 1.541 -0.993 -0.119
C 0.969 -0.142 0.676
C -1.328 1.437 -0.880
N 2.224 -1.835 -0.664
O 1.484 1.036 1.249
O -0.640 1.029 -1.758
Cl -2.994 1.881 -0.837
H 0.005 -0.323 0.958
H -0.894 1.694 0.096
H 2.479 1.132 1.049
H 2.191 -2.195 -1.606

Values from the calculation:
Max |F|: 3.20 eV/A
Energy relative to the best compared isomer or geometry (same formula, charge and spin): 0.313 eV
E_tot: -21278.0067 eV
Multiplicity: 3
Gap between HOMO and LUMO (alpha / beta): 6.340 / 9.773 eV
Expectation value of S²: 2.013
LUMO level (alpha / beta): 0.65 / -1.36 eV

***

Computed, not measured: a 2-piece molecular cluster, C3H4ClNO2S overall in a non-equilibrium geometry, with the ωB97M-V functional and the def2-TZVPD basis.

Geometry (Å):
C -0.161 -1.129 0.397
C -0.863 -0.311 -0.693
C -0.398 0.004 1.295
N -1.008 0.732 0.251
O 0.353 -2.223 0.392
O 1.032 1.526 -0.475
S 2.095 0.816 0.221
Cl 2.949 -0.615 -0.911
H -0.472 0.023 -1.737
H -1.817 -0.795 -0.932
H -0.214 0.378 2.243
H -1.497 1.596 -0.051

Values from the calculation:
Max |F|: 3.66 eV/A
Energy relative to the best compared isomer or geometry (same formula, charge and spin): 2.608 eV
E_tot: -32114.6935 eV
Gap between HOMO and LUMO (alpha / beta): 8.033 / 6.799 eV
LUMO level (alpha / beta): -0.51 / -1.02 eV

***

Computed, not measured: the molecule C3H4ClNO3 in a non-equilibrium geometry, with the ωB97M-V functional and the def2-TZVPD basis.

Geometry (Å):
O 0.900 2.649 -1.293
C 0.178 1.725 -1.134
C 0.537 0.275 -0.640
Cl 2.254 0.018 -0.559
C -0.084 0.123 0.772
O 0.013 0.991 1.644
N -0.762 -1.046 1.073
O -0.284 -2.212 0.424
H -0.941 1.730 -1.329
H 0.102 -0.456 -1.276
H -0.822 -1.151 2.087
H -1.090 -2.645 0.230

Values from the calculation:
Max |F|: 2.12 eV/A
Energy relative to the best compared isomer or geometry (same formula, charge and spin): 0.639 eV
E_tot: -23328.6637 eV
Gap between HOMO and LUMO: 10.614 eV
Structure (SMILES): O=C[C@@H](Cl)C(=O)NO
LUMO level: 0.30 eV

***

Computed, not measured: the molecule C3H4ClNOS in a non-equilibrium geometry, with the ωB97M-V functional and the def2-TZVPD basis.

Geometry (Å):
C -0.377 -1.560 0.171
C -1.085 0.725 -0.308
C -0.004 -0.143 0.331
N -0.532 -2.684 0.028
O 2.653 -0.845 0.219
S 1.713 -0.085 -0.537
Cl 1.759 1.896 0.168
H -1.115 0.494 -1.416
H -2.046 0.229 0.200
H -0.993 1.790 -0.222
H 0.026 0.183 1.367

Values from the calculation:
Max |F|: 3.36 eV/A
Energy relative to the best compared isomer or geometry (same formula, charge and spin): 1.354 eV
E_tot: -30069.5148 eV
Gap between HOMO and LUMO: 10.174 eV
LUMO level: -0.41 eV

***

Computed, not measured: the molecule C3H4ClNOS in a non-equilibrium geometry, with the ωB97M-V functional and the def2-TZVPD basis.

Geometry (Å):
C -0.150 -1.583 -0.030
C -1.204 0.623 -0.292
C 0.014 -0.224 0.365
N -0.340 -2.673 -0.374
O 2.605 -0.633 0.306
S 1.668 0.146 -0.478
Cl 1.865 2.065 0.149
H -1.537 1.275 0.491
H -0.988 1.259 -1.085
H -2.013 -0.214 -0.455
H 0.081 -0.040 1.403

Values from the calculation:
Max |F|: 4.51 eV/A
Energy relative to the best compared isomer or geometry (same formula, charge and spin): 1.393 eV
E_tot: -30069.4765 eV
Gap between HOMO and LUMO: 10.285 eV
LUMO level: -0.06 eV

***

Computed, not measured: C3H4CoLiO3 as an isolated structure in a non-equilibrium geometry, with the ωB97M-V functional and the def2-TZVPD basis.

Geometry (Å):
O -0.962 0.345 -0.796
C -2.002 0.315 0.151
C -2.856 -0.873 -0.073
H -1.445 0.276 1.231
H -2.617 1.233 0.071
H -3.029 -1.214 -1.101
H -3.498 -1.246 0.725
Co 0.197 1.697 -0.922
O 1.638 0.791 0.288
C 1.438 -0.316 0.665
O 1.425 -1.470 0.509
Li -0.542 -1.699 -0.834

Values from the calculation:
Max |F|: 4.09 eV/A
Energy relative to the best compared isomer or geometry (same formula, charge and spin): 0.798 eV
E_tot: -47129.5562 eV
Multiplicity: 5
Gap between HOMO and LUMO (alpha / beta): 6.609 / 8.951 eV
Expectation value of S²: 6.011
LUMO level (alpha / beta): -10.31 / -10.97 eV
Total charge: +2

***

Computed, not measured: C3H4CoO2 as an isolated structure in a non-equilibrium geometry, with the ωB97M-V functional and the def2-TZVPD basis.

Geometry (Å):
O 1.311 -1.178 -0.197
Co 1.446 1.075 -1.375
C 0.047 -1.224 -0.023
O -0.445 0.051 -0.012
C -1.815 0.216 0.319
H -2.046 -0.300 1.259
H -2.001 1.290 0.436
H -2.440 -0.182 -0.491
C 2.421 0.121 0.016
H 3.521 0.131 0.068

Values from the calculation:
Max |F|: 2.98 eV/A
Energy relative to the best compared isomer or geometry (same formula, charge and spin): 3.936 eV
E_tot: -44881.7821 eV
Multiplicity: 5
Gap between HOMO and LUMO (alpha / beta): 7.715 / 6.659 eV
Expectation value of S²: 6.013
LUMO level (alpha / beta): -6.09 / -7.11 eV
Total charge: +1

***

Computed, not measured: C3H4CsO3 as an isolated structure in a non-equilibrium geometry, with the ωB97M-V functional and the def2-TZVPD basis.

Geometry (Å):
O -0.616 -1.026 0.905
C 0.557 -0.983 1.350
O 1.538 -0.588 0.676
O 0.726 -1.403 2.617
C 1.721 -0.784 3.413
C 1.803 -1.425 4.711
H 2.687 -0.791 2.877
H 2.769 -1.480 5.210
H 0.945 -1.954 5.128
Cs -0.530 0.009 -3.187
H 1.514 0.434 3.490

Values from the calculation:
Max |F|: 3.27 eV/A
Energy relative to the best compared isomer or geometry (same formula, charge and spin): 0.000 eV
E_tot: -9863.4293 eV
Multiplicity: 2
Gap between HOMO and LUMO (alpha / beta): 5.371 / 5.393 eV
Expectation value of S²: 0.754
LUMO level (alpha / beta): -1.36 / -1.36 eV

***

Computed, not measured: C3H4EuLiO4 as an isolated structure, with the ωB97M-V functional and the def2-TZVPD basis.

Geometry (Å):
H 1.236 -1.373 4.582
O 0.612 1.733 -0.233
C 1.723 1.296 0.019
C 2.036 -0.081 0.522
O 1.033 -0.723 1.269
C -0.094 -1.278 0.704
O -0.390 -0.946 -0.467
O -0.682 -2.036 1.479
Li 0.496 -1.922 3.062
Eu -1.363 0.984 -1.471
H 2.617 1.907 -0.210
H 2.914 -0.010 1.177
H 2.348 -0.679 -0.354

Values from the calculation:
Max |F|: 0.93 eV/A
Energy relative to the best compared isomer or geometry (same formula, charge and spin): 1.775 eV
E_tot: -30897.6030 eV
Multiplicity: 9
Gap between HOMO and LUMO (alpha / beta): 4.884 / 5.362 eV
Expectation value of S²: 20.008
LUMO level (alpha / beta): -0.94 / -0.89 eV